Here is a 6-piece molecular cluster, C43H91N5O4 overall at a distorted geometry from OMol25. Energies are from ωB97M-V/def2-TZVPD.

Each line ends with the Mulliken charge.
Cartesian coordinates (Å):
O -0.0559 -0.9158 -0.5352  0.094
H -0.1524 -0.4979 0.3426  -0.677
C -1.4675 0.1273 -5.4582  -1.095
C -0.3729 -0.8002 -6.0812  1.291
C 1.0772 -0.3675 -5.5973  -1.826
C 1.3469 -0.6679 -4.1404  0.883
C 1.2603 -2.2083 -3.9246  -0.893
C -0.2059 -2.7224 -4.2009  1.741
N -0.5754 -2.2582 -5.6240  0.600
O -1.6733 -2.8274 -6.3162  -0.220
C -1.2080 -2.1240 -3.1258  -0.497
C -0.2335 -4.2610 -4.1966  -1.644
C -0.3554 -0.6807 -7.6392  -1.530
H -1.0833 0.7160 -4.6251  0.037
H -2.3751 -0.3417 -5.0784  0.291
H -1.7366 0.8892 -6.1898  0.434
H 1.1991 0.7150 -5.6348  0.387
H 1.9356 -0.7823 -6.1257  0.500
H 0.7290 -0.0652 -3.4748  -0.722
H 2.3585 -0.3697 -3.8649  0.372
H 1.5739 -2.3566 -2.8913  -0.182
H 2.0497 -2.6109 -4.5592  0.615
H -2.2620 -2.3473 -3.2910  0.549
H -1.1007 -1.0401 -3.0844  -0.213
H -1.0662 -2.5276 -2.1232  -0.348
H -0.0850 -4.7490 -5.1599  0.425
H -1.2462 -4.5845 -3.9558  0.448
H 0.4081 -4.7528 -3.4655  0.257
H -0.3221 0.3599 -7.9619  0.424
H -1.3096 -1.0832 -7.9791  0.482
H 0.4224 -1.3124 -8.0681  0.385
C -3.0505 -0.1580 6.9983  -1.771
C -2.2283 0.6941 6.0672  1.394
C -1.3200 -0.2509 5.2392  -1.488
C -0.5657 0.3256 3.9990  0.984
C -1.6438 0.9702 3.0348  -0.995
C -2.5340 2.0431 3.7432  1.868
N -3.0860 1.5198 5.1301  0.743
O -4.1377 2.2652 5.6852  -0.219
C -3.6985 2.2927 2.7720  -1.575
C -1.7283 3.3166 3.9073  -1.510
C -1.2824 1.6684 6.8803  -1.487
H -3.6434 -0.9631 6.5642  0.358
H -3.7516 0.5037 7.5068  0.520
H -2.4807 -0.6513 7.7857  0.439
H -2.0033 -1.0535 4.9618  0.165
H -0.6350 -0.7925 5.8915  0.571
H -0.1458 -0.4714 3.3853  -0.936
H 0.1633 1.0527 4.3568  0.468
H -2.2468 0.1914 2.5680  0.484
H -1.0674 1.4196 2.2261  -0.172
H -3.3993 2.5742 1.7624  0.113
H -4.3559 3.1341 2.9908  0.535
H -4.4692 1.5224 2.7437  0.466
H -2.3783 4.1115 4.2732  0.561
H -1.2846 3.6686 2.9760  0.129
H -0.8061 3.2986 4.4880  0.265
H -1.9086 2.4119 7.3736  0.466
H -0.4413 2.0981 6.3364  0.242
H -0.9928 1.2389 7.8393  0.461
C 1.7769 -4.2089 -0.4119  -0.145
C 0.9375 -5.1210 0.6434  0.859
C 1.7124 -4.8742 1.9935  -0.432
C 0.9099 -5.2396 3.2430  -1.002
C -0.2858 -4.3828 3.2975  -0.726
C -1.2458 -4.4181 2.1165  1.258
N -0.4010 -4.4594 0.8359  1.118
O -1.1619 -4.2616 -0.3750  -0.289
C -2.1212 -3.0736 2.1593  -1.368
C -2.1383 -5.6568 2.1392  -1.609
C 0.8935 -6.6559 0.2956  -1.483
H 1.4285 -4.2979 -1.4409  -0.472
H 2.7934 -4.5947 -0.4893  0.597
H 1.7712 -3.1476 -0.1635  -0.335
H 1.9268 -3.8059 2.0232  -0.524
H 2.7148 -5.2939 2.0781  0.646
H 1.3811 -5.0537 4.2082  0.529
H 0.6089 -6.2810 3.1291  0.348
H -0.0202 -3.3767 3.6220  -0.143
H -0.7809 -4.7454 4.1983  0.541
H -2.9686 -3.1525 1.4782  0.526
H -1.4500 -2.2203 2.0625  -0.014
H -2.5729 -2.9460 3.1431  0.423
H -2.6658 -5.8062 1.1971  0.365
H -2.9373 -5.4239 2.8430  0.477
H -1.5385 -6.4928 2.4989  0.387
H 1.8100 -7.1731 0.5796  0.371
H 0.5841 -6.7570 -0.7447  0.362
H 0.1256 -7.1692 0.8745  0.396
C 3.3860 2.3954 -2.8779  -1.151
C 3.9671 1.8523 -1.6311  -0.373
C 2.9750 1.8018 -0.3943  -0.144
N 3.4252 0.9383 0.8161  0.433
C 4.5461 1.7612 1.5318  -0.756
C 2.2360 0.5954 1.8119  -0.164
C 2.2582 -0.8914 2.1354  0.055
C 3.6986 -1.2930 1.6752  -1.002
C 3.8856 -0.4758 0.3738  -0.571
H 2.8933 3.3458 -2.6724  0.308
H 2.7529 1.6700 -3.3888  0.024
H 4.1982 2.6580 -3.5558  0.487
H 4.8139 2.4949 -1.3899  0.334
H 4.3506 0.8474 -1.8079  0.247
H 2.0713 1.2664 -0.6853  -0.379
H 2.6229 2.8055 -0.1559  0.822
H 5.1043 2.2388 0.7266  0.268
H 5.1030 1.0867 2.1822  0.318
H 3.9440 2.5038 2.0554  0.378
H 2.2569 1.1920 2.7239  0.153
H 1.3194 0.8960 1.3043  -0.235
H 2.0098 -1.2534 3.1331  0.902
H 1.5661 -1.3890 1.4562  -0.438
H 4.4308 -1.0479 2.4446  0.448
H 3.6432 -2.3683 1.5055  0.494
H 4.8783 -0.4864 -0.0761  0.371
H 3.1065 -0.6635 -0.3651  0.378
C 0.2329 7.9145 -2.9752  -1.375
C -0.7893 6.8368 -2.5213  -0.245
C -0.0378 5.4341 -2.2251  -0.942
N -0.9009 4.3420 -1.5938  0.864
C -1.4162 4.7726 -0.1776  -1.009
C -0.1235 3.0610 -1.3602  -0.402
C -1.1855 1.9460 -1.3630  0.803
C -2.4860 2.4944 -1.8669  -0.725
C -2.0911 3.8223 -2.4278  -0.838
H 0.5712 7.8543 -4.0096  0.365
H 1.1147 7.9153 -2.3345  0.354
H -0.1273 8.9427 -2.9412  0.386
H -1.6144 6.6947 -3.2192  0.330
H -1.2052 7.2504 -1.6026  0.309
H 0.8094 5.6058 -1.5611  0.451
H 0.4735 5.1566 -3.1469  0.352
H -0.5169 5.2075 0.2587  0.410
H -1.7885 3.9628 0.4498  0.099
H -2.1565 5.5499 -0.3666  0.518
H 0.5314 3.0678 -0.4889  0.213
H 0.5034 2.8961 -2.2366  -0.037
H -1.3204 1.4734 -0.3901  -0.548
H -0.7555 1.1684 -1.9944  -0.325
H -3.0995 2.6100 -0.9734  0.251
H -2.9805 1.7375 -2.4756  0.454
H -2.8450 4.6087 -2.3903  0.548
H -1.6768 3.7503 -3.4334  0.424

Forces on the atoms, in the same order (eV/Å):
O 0.4174 0.1773 0.6521
H -0.0928 -0.2548 -0.4581
C 0.0569 0.1969 0.2898
C 2.6811 0.7174 -0.6408
C -0.2535 0.4689 1.0940
C 0.0832 -1.0047 0.3178
C -0.6410 2.0421 0.1414
C 1.5566 -1.3649 0.3163
N -8.6410 -0.8233 -3.1161
O 7.6348 2.7542 4.7781
C -0.2698 0.3999 -0.9305
C -1.3971 -0.5173 -0.1582
C -1.2930 -1.2292 0.7747
H 0.3588 -0.2743 0.1850
H 0.1064 -0.3109 -0.4169
H -0.0891 -0.3557 -0.3000
H -0.4743 0.1391 -0.8275
H -0.5532 -0.2689 -0.7219
H -0.3537 -0.3631 0.1869
H 0.1848 -0.0139 -0.2779
H -0.5938 -0.5961 0.0924
H -0.4191 -0.5848 -0.2162
H 0.0323 -0.1574 -0.7810
H 0.0771 -0.2447 0.2790
H 1.0064 0.0135 -0.1455
H 0.5058 0.3906 -0.1405
H -0.1152 0.0154 0.1721
H 0.2371 0.5648 -0.0137
H 0.3903 -0.1172 0.2615
H 0.0001 0.1136 -0.2985
H 0.1422 0.3478 0.0020
C -1.3700 0.4463 1.0090
C 1.9991 -0.8373 -0.2156
C -0.2133 -0.5255 -1.0964
C -2.5200 0.0938 0.1789
C 1.0670 -0.4871 1.7954
C -0.2296 -1.1060 -2.0083
N -4.4284 6.1295 3.3495
O 6.8377 -5.4032 -3.9791
C -1.6848 0.8521 0.5153
C 0.3151 1.1634 0.8819
C -1.5454 0.6528 0.7855
H 0.0877 0.2317 -0.6050
H -0.1215 -0.1319 0.2090
H 0.4856 0.3381 -0.2176
H 0.0242 -0.1357 -0.6873
H 0.0747 0.5440 0.4208
H 0.4673 -0.0227 0.4874
H 0.2137 -0.0651 -0.3826
H -0.1161 -0.0855 0.2291
H -0.4069 0.4924 -0.0824
H 0.6355 -0.6400 0.0326
H 0.3953 0.4358 0.7885
H 0.5713 -0.6586 -0.1909
H 0.1622 0.0654 0.1515
H -0.7112 -0.3785 -0.5918
H -0.3779 -0.4965 0.6607
H -0.1127 0.8083 -0.7669
H -0.2852 -0.1517 0.0699
H 0.5773 -1.0923 -0.5411
C -0.8738 -1.2952 -0.2223
C 2.7495 1.6731 0.5585
C -0.0183 0.5272 0.7738
C 0.5266 -0.3005 -1.2446
C -1.1917 0.1435 1.3231
C -0.0341 2.3332 0.3186
N -5.5355 -0.6542 -7.6912
O 5.1473 -0.9283 7.8815
C 0.6363 -1.2947 -0.1035
C -0.1478 0.1876 -0.0694
C -1.4925 0.8063 0.0340
H -0.5301 -0.0811 0.1525
H 0.0486 -0.0832 0.5834
H -0.2070 -0.0882 0.2620
H -0.1742 0.2982 0.0836
H -0.1674 -0.5999 -0.8250
H 0.7088 -0.5249 -0.3337
H 0.1554 -0.2130 0.5027
H 0.1389 0.3856 -0.6311
H -0.9069 0.0241 -0.1770
H 0.4142 0.4278 -0.3802
H -0.2143 0.0605 -0.7420
H 0.1920 -0.6074 0.2723
H 0.4196 -0.2919 -0.0973
H 0.2001 -0.1369 0.3229
H -0.4471 -0.2786 -0.2901
H 0.2591 0.5240 -0.4087
H 0.4290 -0.2074 -0.0319
H -0.1586 0.1609 0.1119
C -0.3284 0.5368 -0.7884
C 0.3980 -0.5868 2.3527
C -0.3302 -1.5176 -1.1448
N 0.7847 0.8556 0.6767
C -1.8170 -0.7679 -0.7463
C -0.3308 0.8084 -0.0530
C 1.1323 -0.3210 -1.4279
C -1.2249 -0.0593 -0.3974
C -0.8320 0.6712 1.0243
H -0.4053 -0.0242 -0.1864
H -0.2973 0.3062 0.0515
H -0.0142 -0.1501 -0.0896
H 0.1434 -0.1622 0.2791
H 0.0915 0.0263 0.0214
H -0.1567 -0.1398 -0.4124
H 0.5705 0.0044 0.8065
H 0.3485 -0.2492 0.4206
H 0.0856 0.3967 -0.0800
H 0.6305 0.0970 0.3107
H 0.7359 0.2864 -0.1945
H 0.0626 -0.1567 -0.2876
H 0.2749 0.7080 0.1987
H -0.1465 -0.0156 -0.1754
H 0.1638 -0.1452 -0.1988
H 0.6996 0.0553 -0.1656
H -0.0847 0.2546 0.2342
H 0.1258 -0.8273 -0.1056
C 0.1648 -0.0751 -0.4010
C 1.0744 -0.5355 0.6413
C -0.8422 2.0826 -0.1454
N -0.3438 -1.1321 1.4216
C 1.0163 0.9270 -1.6466
C -0.3660 -0.3504 -0.8214
C 1.5967 -1.0196 0.5403
C -0.0468 -0.1533 1.2002
C 0.2905 1.5350 -0.8196
H 0.0188 -0.6011 -0.0216
H 0.0458 -0.1621 0.0519
H -0.5716 -0.2034 0.3702
H 0.1655 -0.0254 -0.1325
H -0.1805 -0.3528 0.1655
H -0.2722 0.0573 0.4817
H -0.6526 -0.8531 -0.1950
H -0.2709 0.0947 0.3372
H 0.0224 -0.1669 -0.5929
H -0.0203 -0.1490 0.3479
H -0.3536 0.5001 0.0509
H 0.1340 0.3381 0.0007
H 0.2212 -0.0389 -0.0555
H -0.3029 -0.2688 0.1822
H -0.4597 0.2893 -0.2627
H -0.0905 0.6760 -0.4961
H -0.0465 -0.1520 -0.2198
H -0.2114 -0.0069 -0.1366

* HOMO level: -0.5923 Ha
* charge: +4
* F_max: 0.18631 hartree/bohr
* DFT total energy: -2265.82675 Ha
* molar mass: 742.232 g/mol

---

Here is a 6-piece molecular cluster, C4H20N2O7 overall at a distorted geometry from OMol25. Energies are from ωB97M-V/def2-TZVPD.

Each line ends with the Mulliken charge.
Cartesian coordinates (Å):
O -1.9815 -1.2991 3.7966  -0.562
C -1.4406 -0.9146 2.7869  0.371
O -2.2489 -0.1029 1.9983  -0.486
C -0.1026 -1.3026 2.1214  0.186
C -0.5106 -1.5922 0.6655  -0.557
C 0.6729 -1.6779 -0.3426  -0.588
N 0.8911 -0.3889 -1.1359  -0.242
N 0.7417 -0.0986 2.3051  -0.478
H 0.3644 -2.1307 2.7869  0.405
H -1.0394 -0.7359 0.1899  0.114
H -1.1578 -2.5250 0.5885  0.319
H 0.5958 -2.5207 -1.1128  0.444
H 1.5187 -1.9512 0.2521  0.093
H 0.8444 -0.4030 -2.0222  0.188
H 0.8599 0.3324 -0.5598  0.014
H 0.5958 0.5710 1.5383  0.172
H -1.8936 0.3323 1.1683  0.304
H 1.6494 -0.3193 2.5563  0.239
H 1.2581 2.2744 -1.9336  0.385
H 2.4613 2.5617 -1.1761  0.298
O 1.9016 3.0218 -1.7280  -0.647
H 4.7348 -1.8685 0.3773  0.310
H 3.5984 -1.8064 -0.6951  0.380
O 4.5947 -1.9370 -0.5732  -0.671
H -1.0225 0.0356 -4.8758  0.285
H -2.1873 -0.2905 -4.1365  0.280
O -1.2833 -0.1474 -4.0081  -0.555
H -0.1156 3.1744 -0.5741  0.283
H -0.9291 1.9995 -0.1012  0.258
O -0.1010 2.2055 -0.6890  -0.562
H -2.9591 2.4533 -2.1622  0.295
H -1.4387 1.9773 -2.1012  0.340
O -1.9917 2.6560 -2.2439  -0.612

Forces on the atoms, in the same order (eV/Å):
O 1.5776 0.1314 -0.8562
C -1.9530 -0.3369 -0.0037
O 0.2586 1.2258 -0.5348
C -0.4407 0.5360 1.5907
C 0.5039 -1.0845 -1.8236
C -0.0844 -0.0623 -2.1814
N 0.6816 -6.3209 7.4354
N -2.7217 0.0627 -1.2259
H -0.9076 1.0347 -1.6172
H -0.0736 -0.7835 0.7089
H 0.6417 1.2646 0.2429
H -0.3124 1.1375 1.1234
H 1.0742 0.0570 0.2295
H -0.6988 0.2005 -7.6807
H -0.0965 4.2015 1.8927
H 0.7736 -0.3967 0.7186
H -0.1747 -1.1859 1.8453
H 2.0342 -0.0654 0.0782
H 1.1261 1.7554 0.0163
H 2.3928 -1.2499 2.0559
O -2.5335 -0.0947 -2.6564
H -0.0439 0.0013 -0.0513
H 2.1001 -0.1810 0.2607
O -2.0991 0.2423 -0.2396
H 1.1765 0.5824 -2.0556
H -2.3741 -0.4525 0.1876
O 1.2593 -0.1351 1.9250
H 0.5063 -0.2945 -0.4868
H 2.0890 0.2656 -1.7298
O -2.9229 -0.2477 3.4073
H 1.7907 -0.2299 -0.1906
H 2.5200 -4.1507 0.6952
O -5.0691 4.5732 -1.0802

* HOMO level: -0.3491 Ha
* charge: 0
* F_max: 0.19025 hartree/bohr
* DFT total energy: -800.47530 Ha
* molar mass: 208.211 g/mol

---

Here is a 2-piece molecular cluster, C4H11NO3 overall at a distorted geometry from OMol25. Energies are from ωB97M-V/def2-TZVPD.

Each line ends with the Mulliken charge.
Cartesian coordinates (Å):
C -0.2988 -1.0260 1.7610  -1.026
N -0.0498 -0.1117 0.6516  0.203
C 0.1472 1.2121 1.1592  -1.200
C -1.1428 -0.1665 -0.3165  -0.681
C -0.6042 0.1275 -1.7023  0.572
O -1.0274 -0.7343 -2.6217  -0.459
O 0.1812 1.0145 -1.9208  -0.528
H -1.1270 -0.6710 2.3878  0.362
H 0.5721 -1.0414 2.4089  0.294
H -0.5140 -2.0203 1.4036  0.347
H 0.8257 1.2226 1.9950  0.390
H 0.5613 1.9171 0.4463  0.270
H -0.7701 1.6515 1.5731  0.427
H -1.9344 0.5596 -0.0884  0.316
H -1.5978 -1.1354 -0.3133  0.390
H -0.6376 -0.5453 -3.4972  0.363
H 2.7623 0.5559 -1.4399  0.321
H 1.9578 -0.4220 -0.6312  0.315
O 2.6964 -0.3868 -1.2552  -0.677

Forces on the atoms, in the same order (eV/Å):
C -0.0030 0.5735 0.2126
N -0.1509 -0.6687 -0.2249
C 0.0640 1.1245 0.4348
C 0.2967 0.3881 -0.1694
C 0.7239 0.5373 0.3255
O -0.3871 -0.4477 -0.5922
O -0.3152 -0.0039 -0.2401
H -0.2470 -0.1020 -0.0012
H 0.1986 -0.1574 -0.0317
H 0.0028 -0.3064 -0.1046
H 0.5057 -0.3523 0.3109
H -0.1294 -0.1617 -0.4060
H -0.3279 -0.0092 -0.1358
H -0.0270 0.0829 0.0056
H -0.1665 -0.6091 -0.0054
H 0.0094 0.1875 0.5270
H -0.0036 -0.0518 -0.1504
H -0.0820 -0.0816 0.0402
O 0.0384 0.0580 0.2055

* HOMO level: -0.3416 Ha
* charge: 0
* F_max: 0.02348 hartree/bohr
* DFT total energy: -439.48381 Ha
* molar mass: 121.136 g/mol

---

Which of these has the lowest molar mass?
C4H11NO3

---

The lowest DFT total energy belongs to which entry?
C43H91N5O4

---

Which value of DFT total energy does entry 2 give?
-800.47530 Ha